{
  "formula": "C57H50N2O3P2SW",
  "method": "the ωB97M-V functional and the def2-TZVPD basis",
  "homo_ev": [-15.4, -15.4],
  "spin_multiplicity": 2,
  "relative_energy_kcal_mol": 51.7,
  "charge": 3,
  "lumo_ev": [-10.19, -9.78],
  "homo_lumo_gap_ev": [5.21, 5.62],
  "symbols": ["W", "N", "C", "C", "C", "C", "C", "C", "C", "C", "C", "C", "C", "C", "H", "H", "H", "H", "H", "H", "H", "H", "H", "H", "C", "C", "C", "C", "C", "C", "C", "C", "P", "C", "C", "C", "C", "C", "C", "C", "C", "C", "C", "C", "C", "C", "O", "C", "C", "C", "C", "C", "C", "P", "C", "C", "C", "C", "C", "C", "C", "C", "C", "C", "C", "C", "H", "H", "H", "H", "H", "H", "H", "H", "H", "H", "H", "H", "H", "H", "H", "H", "H", "H", "H", "H", "H", "H", "H", "H", "H", "H", "H", "H", "H", "H", "H", "H", "O", "N", "C", "C", "C", "C", "C", "S", "H", "H", "H", "H", "C", "O", "H", "H", "H", "H"],
  "positions_angstrom": [[0.104575, 0.981564, 0.278234], [1.992975, 1.671364, 1.572434], [2.750975, 2.932764, 1.555834], [3.857175, 2.988264, 2.396534], [4.564675, 4.161964, 2.572634], [4.120575, 5.310464, 1.939634], [3.048475, 5.244564, 1.076334], [2.365575, 4.047064, 0.808734], [1.295975, 4.040664, -0.208666], [1.279575, 5.100264, -1.131666], [0.226575, 5.305564, -1.998166], [-0.855525, 4.443164, -1.970866], [-0.792925, 3.329264, -1.147666], [0.285675, 3.056464, -0.292966], [1.515075, 1.692164, 2.490434], [2.704875, 0.935464, 1.698134], [4.152875, 2.100764, 2.940934], [5.422075, 4.186964, 3.223634], [4.606575, 6.255564, 2.119834], [2.719375, 6.162864, 0.623934], [2.104375, 5.792764, -1.178466], [0.239975, 6.149064, -2.669366], [-1.730525, 4.622564, -2.577666], [-1.667525, 2.681964, -1.151566], [-1.781025, -5.891336, -0.460366], [-1.408025, -4.726836, -1.397966], [-1.514625, -5.180036, -2.865566], [-2.357625, -3.573836, -1.163466], [-3.725325, -3.769236, -1.313566], [-4.641225, -2.748736, -1.139366], [-4.197725, -1.484336, -0.816266], [-2.835325, -1.265036, -0.633366], [-2.264125, 0.455464, -0.489266], [-2.704025, 0.866964, -2.209366], [-1.695525, 0.577064, -3.127266], [-1.933225, 0.713964, -4.481166], [-3.190725, 1.105964, -4.920266], [-4.195225, 1.381064, -4.004666], [-3.958725, 1.274364, -2.643066], [-3.515225, 1.189864, 0.629934], [-4.066925, 0.380364, 1.626334], [-4.979225, 0.896864, 2.527834], [-5.341825, 2.232364, 2.456434], [-4.801225, 3.041964, 1.469334], [-3.893625, 2.531964, 0.554634], [-1.919525, -2.298036, -0.820866], [-0.590025, -1.951736, -0.658666], [0.324875, -2.987136, -0.727566], [1.634375, -2.637536, -0.399366], [2.650975, -3.587236, -0.458866], [2.351175, -4.875936, -0.850566], [1.048175, -5.214736, -1.164966], [0.010275, -4.291436, -1.101966], [2.000675, -0.934936, 0.153534], [2.771275, -1.316836, 1.784734], [4.072375, -1.806436, 1.911234], [4.550075, -2.183436, 3.156334], [3.753275, -2.072436, 4.284734], [2.464175, -1.576536, 4.170234], [1.979175, -1.204436, 2.930034], [3.433175, -0.571836, -0.927566], [4.548275, 0.150264, -0.502566], [5.618775, 0.325964, -1.366066], [5.567275, -0.158536, -2.664466], [4.437675, -0.831936, -3.105166], [3.377675, -1.037536, -2.243266], [-2.795125, -6.230036, -0.649166], [-1.705225, -5.593336, 0.584134], [-1.121825, -6.738036, -0.619666], [-2.516225, -5.542836, -3.080666], [-0.814025, -5.987336, -3.059066], [-1.289125, -4.356336, -3.541566], [-4.081325, -4.747136, -1.587066], [-5.694825, -2.933436, -1.271566], [-4.898325, -0.669536, -0.708766], [-0.732025, 0.226864, -2.744066], [-1.157025, 0.502564, -5.199066], [-3.387625, 1.193764, -5.978366], [-5.177425, 1.668464, -4.345966], [-4.744925, 1.500964, -1.935866], [-3.795225, -0.665936, 1.675434], [-5.410925, 0.254764, 3.280334], [-6.053125, 2.636564, 3.159134], [-5.094525, 4.078264, 1.411334], [-3.507525, 3.182564, -0.218266], [3.665375, -3.322036, -0.208566], [3.128275, -5.621136, -0.899266], [0.833175, -6.228336, -1.460166], [4.724075, -1.886636, 1.053334], [5.553875, -2.567736, 3.245734], [4.131575, -2.366736, 5.250634], [1.836975, -1.480536, 5.043434], [0.963575, -0.841736, 2.841534], [4.617375, 0.536064, 0.507534], [6.499775, 0.838964, -1.014066], [6.408775, -0.019736, -3.325466], [4.394575, -1.205036, -4.115466], [2.505575, -1.584036, -2.574566], [-0.754325, -0.315936, 1.739234], [-1.405525, -0.023236, 2.875134], [-1.860225, -1.015836, 3.661934], [-2.512725, -0.724336, 4.834334], [-2.714525, 0.608964, 5.196234], [-2.243125, 1.610964, 4.375334], [-1.569625, 1.278664, 3.201634], [-0.890225, 2.442664, 2.121034], [-1.657425, -2.019136, 3.318534], [-2.856025, -1.527936, 5.464834], [-3.225425, 0.861064, 6.110734], [-2.365825, 2.655464, 4.612634], [1.395575, 1.690564, -3.171066], [1.529675, 1.279464, -1.784966], [2.273675, 2.247164, -3.488666], [0.511275, 2.318864, -3.290366], [1.297775, 0.795864, -3.784166], [2.365275, 1.664664, -1.476866]],
  "forces_ev_per_angstrom": [[0.334, 1.299, 1.496], [0.051, -0.285, 0.303], [0.064, 0.367, -0.244], [-0.065, -0.104, -0.005], [-0.109, -0.066, -0.015], [0.017, -0.074, -0.013], [0.002, -0.130, 0.023], [0.220, -0.188, 0.291], [-0.039, -0.296, 0.159], [-0.138, -0.308, 0.052], [-0.188, -0.120, -0.063], [0.194, -0.061, 0.035], [-0.470, -0.373, 0.429], [-0.244, 0.419, -0.103], [0.192, -0.153, -0.528], [-0.404, 0.208, -0.066], [0.031, -0.113, 0.077], [0.106, -0.012, 0.115], [0.066, 0.100, -0.007], [-0.065, 0.091, -0.102], [0.069, -0.020, 0.106], [-0.009, 0.116, -0.072], [-0.057, -0.055, -0.071], [0.265, 0.245, -0.128], [0.044, 0.119, -0.058], [-0.046, -0.151, -0.040], [0.058, 0.091, 0.156], [0.262, 0.078, 0.029], [0.045, 0.196, 0.063], [-0.050, 0.012, -0.039], [0.193, -0.054, 0.105], [0.652, -0.144, 0.240], [-1.816, -0.282, -0.900], [0.513, 0.311, 0.160], [0.006, 0.021, 0.263], [0.000, -0.094, -0.038], [-0.011, 0.040, 0.031], [-0.076, -0.013, -0.020], [0.146, 0.057, 0.137], [0.217, -0.015, -0.008], [0.084, -0.042, -0.195], [-0.035, 0.009, -0.006], [0.043, -0.071, -0.017], [0.021, 0.089, -0.036], [-0.003, -0.170, -0.058], [-0.719, 0.214, 0.137], [-0.113, -0.324, -0.184], [0.740, -0.188, 0.041], [-0.936, 0.375, -0.103], [-0.136, 0.164, 0.016], [0.044, 0.014, 0.021], [0.030, 0.255, 0.079], [-0.233, 0.234, 0.091], [1.340, -0.999, 0.386], [-0.390, 0.455, 0.050], [-0.011, 0.103, -0.102], [0.023, -0.028, 0.009], [-0.055, 0.035, -0.003], [0.038, -0.008, -0.011], [-0.140, 0.024, -0.045], [-0.326, 0.327, 0.045], [-0.177, -0.055, 0.057], [0.075, 0.161, -0.016], [0.014, 0.026, 0.147], [-0.021, 0.022, -0.005], [-0.053, -0.052, 0.103], [-0.093, -0.044, -0.015], [-0.002, 0.031, 0.065], [0.065, -0.130, -0.023], [-0.069, -0.037, -0.050], [0.038, -0.106, -0.068], [0.004, 0.026, -0.060], [-0.074, -0.185, -0.044], [-0.116, -0.034, -0.028], [-0.058, -0.013, -0.001], [-0.167, 0.052, -0.284], [0.111, -0.056, -0.099], [-0.014, 0.016, -0.058], [-0.072, 0.076, -0.076], [-0.049, 0.004, 0.020], [-0.075, -0.009, 0.020], [-0.063, -0.071, 0.065], [-0.095, 0.068, 0.059], [-0.035, 0.113, -0.060], [0.045, 0.029, -0.004], [0.074, 0.001, -0.011], [0.109, -0.060, -0.023], [-0.060, -0.138, -0.048], [0.007, -0.024, -0.001], [0.116, -0.031, -0.015], [0.083, -0.043, 0.089], [-0.042, -0.014, 0.096], [0.145, -0.061, 0.035], [0.030, -0.006, 0.020], [0.099, 0.085, 0.007], [0.072, 0.017, -0.056], [-0.031, -0.077, -0.126], [-0.001, -0.056, -0.112], [0.566, -0.094, -0.825], [-0.047, 1.123, 0.548], [0.094, -0.402, 0.015], [0.015, 0.182, -0.100], [0.157, -0.016, -0.214], [0.158, -0.122, -0.168], [0.158, -0.375, -0.095], [0.656, -0.373, -1.230], [0.007, -0.021, -0.092], [-0.021, -0.124, -0.008], [-0.077, -0.009, 0.138], [-0.031, 0.094, 0.064], [-0.491, 0.050, -0.303], [-0.112, -0.139, 0.447], [0.082, -0.031, 0.161], [0.094, -0.062, 0.098], [0.030, 0.015, 0.035], [-0.188, -0.247, 0.164]]
}